{"formula": "C58H78BN6O14Y", "method": "ωB97M-V/def2-TZVPD", "orbital_gap_ev": 4.031, "max_force_ev_per_a": 4.74, "e_tot_ev": -100723.6328, "total_charge": 2, "species": ["Y", "O", "C", "O", "B", "O", "C", "O", "O", "C", "O", "C", "O", "O", "C", "C", "C", "O", "C", "H", "H", "H", "H", "H", "H", "H", "H", "C", "C", "C", "O", "C", "H", "H", "H", "H", "H", "H", "H", "H", "C", "C", "C", "O", "C", "H", "H", "H", "H", "H", "H", "H", "H", "C", "C", "C", "O", "C", "H", "H", "H", "H", "H", "H", "H", "H", "C", "C", "C", "O", "C", "H", "H", "H", "H", "H", "H", "H", "H", "C", "C", "C", "O", "C", "H", "H", "H", "H", "H", "H", "H", "H", "N", "C", "C", "C", "C", "C", "H", "H", "H", "H", "H", "N", "C", "C", "C", "C", "C", "H", "H", "H", "H", "H", "N", "C", "C", "C", "C", "C", "H", "H", "H", "H", "H", "N", "C", "C", "C", "C", "C", "H", "H", "H", "H", "H", "N", "C", "C", "C", "C", "C", "H", "H", "H", "H", "H", "N", "C", "C", "C", "C", "C", "H", "H", "H", "H", "H"], "positions_angstrom": [[-4.870, 11.649, -28.558], [-4.100, 9.558, -27.753], [-3.748, 8.608, -27.030], [-3.363, 8.669, -25.732], [-2.969, 7.330, -25.264], [-2.972, 6.448, -26.494], [-3.614, 7.130, -27.487], [-4.016, 6.700, -28.568], [-3.943, 6.816, -24.300], [-3.356, 6.682, -23.126], [-3.849, 6.245, -22.108], [-1.866, 7.101, -23.220], [-1.660, 7.467, -24.542], [-0.974, 7.139, -22.386], [-2.989, 7.122, -34.109], [-2.759, 5.961, -33.067], [-3.269, 6.546, -31.717], [-3.321, 7.967, -31.941], [-2.722, 8.372, -33.239], [-4.031, 7.189, -34.419], [-2.491, 6.958, -35.065], [-1.697, 5.765, -32.915], [-3.141, 4.955, -33.240], [-2.521, 6.257, -30.978], [-4.212, 6.077, -31.439], [-1.643, 8.528, -33.251], [-3.163, 9.276, -33.658], [1.555, 7.573, -27.654], [1.011, 7.156, -29.037], [-0.451, 7.207, -28.687], [-0.637, 8.397, -27.977], [0.494, 8.516, -27.108], [2.509, 8.100, -27.628], [1.700, 6.644, -27.103], [1.276, 6.154, -29.373], [1.102, 7.902, -29.826], [-0.769, 6.307, -28.161], [-1.061, 7.288, -29.587], [0.337, 8.196, -26.078], [0.949, 9.506, -27.118], [0.268, 3.503, -26.513], [-0.122, 4.501, -25.429], [0.823, 4.058, -24.275], [1.661, 3.065, -24.859], [1.644, 3.107, -26.300], [0.090, 3.812, -27.543], [-0.410, 2.658, -26.394], [-1.151, 4.189, -25.250], [-0.155, 5.564, -25.665], [0.252, 3.650, -23.441], [1.414, 4.915, -23.952], [1.799, 2.103, -26.695], [2.365, 3.832, -26.679], [1.897, 7.623, -20.226], [3.019, 6.866, -19.578], [3.141, 7.726, -18.324], [2.021, 8.601, -18.280], [1.010, 8.137, -19.172], [1.260, 7.082, -20.926], [2.270, 8.403, -20.891], [3.978, 6.852, -20.096], [2.707, 5.869, -19.269], [4.040, 8.337, -18.404], [3.071, 7.095, -17.438], [0.398, 8.928, -19.606], [0.363, 7.355, -18.773], [-4.455, 7.565, -17.791], [-4.119, 7.259, -19.258], [-2.567, 7.218, -19.291], [-2.152, 7.868, -18.072], [-3.341, 8.453, -17.449], [-4.365, 6.763, -17.059], [-5.441, 8.016, -17.676], [-4.426, 8.085, -19.899], [-4.612, 6.371, -19.654], [-2.271, 7.710, -20.218], [-2.179, 6.206, -19.173], [-3.478, 9.450, -17.867], [-3.244, 8.536, -16.366], [-7.868, 6.776, -20.709], [-8.886, 7.883, -20.757], [-8.267, 8.847, -21.836], [-7.756, 7.979, -22.810], [-7.388, 6.749, -22.193], [-8.198, 5.818, -20.310], [-7.061, 7.124, -20.064], [-9.045, 8.441, -19.834], [-9.908, 7.602, -21.009], [-7.473, 9.506, -21.486], [-8.998, 9.545, -22.244], [-6.306, 6.653, -22.273], [-7.764, 5.857, -22.695], [-7.565, 4.813, -28.758], [-6.549, 4.899, -27.893], [-6.646, 5.591, -26.709], [-7.896, 6.140, -26.348], [-8.958, 6.053, -27.251], [-8.757, 5.361, -28.455], [-5.615, 4.421, -28.152], [-5.793, 5.581, -26.047], [-7.968, 6.642, -25.394], [-9.870, 6.578, -27.008], [-9.562, 5.350, -29.175], [-2.967, 12.016, -27.205], [-1.771, 12.708, -27.569], [-0.630, 12.887, -26.775], [-0.699, 12.602, -25.431], [-1.801, 11.864, -24.979], [-2.841, 11.628, -25.903], [-1.687, 13.034, -28.596], [0.181, 13.375, -27.295], [0.154, 12.806, -24.800], [-1.711, 11.506, -23.964], [-3.686, 11.159, -25.420], [-3.186, 11.446, -30.210], [-3.123, 12.085, -31.436], [-2.168, 12.032, -32.432], [-1.102, 11.209, -32.174], [-1.059, 10.444, -31.003], [-2.077, 10.618, -30.082], [-3.944, 12.701, -31.774], [-2.210, 12.624, -33.334], [-0.286, 11.154, -32.879], [-0.229, 9.778, -30.822], [-1.986, 9.941, -29.246], [-6.698, 10.501, -27.410], [-6.762, 10.199, -26.088], [-7.860, 9.599, -25.429], [-9.050, 9.417, -26.146], [-9.040, 9.678, -27.521], [-7.858, 10.202, -28.079], [-5.864, 10.337, -25.504], [-7.849, 9.558, -24.350], [-9.979, 9.098, -25.697], [-9.947, 9.450, -28.060], [-7.940, 10.412, -29.136], [-5.706, 9.999, -30.336], [-5.927, 8.657, -30.031], [-6.307, 7.655, -30.902], [-6.545, 7.916, -32.248], [-6.297, 9.236, -32.662], [-5.991, 10.196, -31.673], [-5.790, 8.300, -29.021], [-6.380, 6.649, -30.515], [-6.812, 7.098, -32.900], [-6.467, 9.518, -33.690], [-5.934, 11.195, -32.079], [-6.139, 2.878, -24.894], [-5.285, 2.367, -25.833], [-3.933, 2.163, -25.640], [-3.389, 2.651, -24.449], [-4.200, 3.282, -23.537], [-5.570, 3.340, -23.757], [-5.811, 2.057, -26.724], [-3.363, 1.718, -26.441], [-2.329, 2.498, -24.317], [-3.804, 3.586, -22.579], [-6.182, 3.856, -23.032]], "atomic_forces_ev_per_a": [[0.361, -3.175, 0.023], [0.131, -0.508, 0.934], [0.990, 0.229, 1.935], [-1.592, 1.259, -3.721], [1.357, -1.159, 0.723], [-1.336, 2.015, -1.222], [0.366, -2.003, -1.017], [1.091, 1.182, 2.669], [0.282, 0.328, -0.212], [-0.048, -1.084, 2.422], [0.399, 0.698, -1.534], [2.547, 0.685, -0.255], [-1.588, -0.636, 0.399], [-2.656, -0.259, -1.796], [-0.794, -0.864, 0.720], [0.172, 0.571, 0.240], [1.118, -0.540, -1.865], [0.440, 1.199, -0.387], [-0.234, -2.294, -0.268], [-0.326, -0.310, 0.260], [0.680, 0.387, 0.346], [0.270, 0.341, -0.411], [-0.526, 0.315, -0.505], [-0.201, 0.460, 0.422], [-0.257, 0.716, 0.084], [0.231, 0.064, 0.859], [-0.481, -0.040, 0.521], [0.981, -0.383, -0.935], [-0.413, 0.305, 0.491], [-0.786, -0.818, -1.466], [-0.268, 0.828, 1.060], [1.089, -0.614, 0.515], [0.144, -0.254, -0.372], [-0.253, 0.159, 0.380], [0.365, 0.232, -0.036], [0.763, -0.042, -0.054], [-0.105, 0.017, 0.481], [-0.244, -0.082, -0.065], [-0.832, 0.364, 0.084], [-0.720, 0.364, -0.090], [-2.110, 0.764, -1.897], [-0.702, -0.834, 0.227], [-0.289, 0.644, -1.365], [0.979, -0.688, 0.504], [0.366, -0.301, 1.673], [-0.094, 0.443, -0.137], [0.257, -0.327, 0.063], [-0.180, 0.634, 0.559], [0.473, -0.060, -0.095], [0.324, -0.175, 0.053], [0.122, -0.046, 0.282], [0.565, 0.090, 0.200], [0.250, -0.024, -0.090], [-0.824, -1.157, -3.548], [-0.267, 0.096, 0.751], [-0.148, -0.067, 0.326], [-0.889, 0.986, 0.941], [1.256, 0.242, -0.025], [0.225, -0.766, -0.168], [0.234, 0.513, 0.432], [-0.315, -0.220, -0.283], [0.131, -0.143, -0.360], [0.009, -0.002, 0.607], [0.653, 0.153, 0.222], [-0.037, 0.326, 0.679], [-0.015, 0.036, 0.413], [-0.562, -0.516, -0.536], [0.044, -0.668, 0.229], [-1.217, -0.321, 1.077], [-0.867, 0.657, 0.246], [1.447, 1.058, -0.046], [-0.316, -0.692, -0.602], [0.028, 0.105, 0.054], [-0.266, 0.190, 0.124], [0.231, -0.084, 0.045], [0.711, -0.011, 0.282], [0.048, -0.040, -0.671], [-0.004, 0.298, 0.012], [0.644, 0.039, -0.105], [0.539, 0.412, -0.460], [-0.381, 1.910, -0.031], [-0.930, -0.390, 1.079], [-0.289, -0.406, -0.880], [0.948, -0.921, 0.895], [-0.162, 0.071, -0.303], [0.203, -0.135, -0.044], [0.420, -0.147, 0.285], [0.159, -0.323, -0.582], [0.295, -0.198, 0.651], [-0.337, -0.270, -0.374], [0.128, 0.050, 0.242], [-0.602, 0.331, -0.441], [-0.660, -0.124, -0.443], [-0.750, 0.329, -0.372], [-1.034, 0.010, 0.700], [1.087, -0.280, -0.727], [0.824, -0.032, 0.202], [1.080, 0.699, 0.976], [0.037, -0.085, -0.250], [-0.026, 0.201, 0.257], [-0.244, 0.085, 0.111], [-0.334, -0.306, -0.149], [0.096, -0.386, -0.280], [3.875, 2.151, 1.693], [-0.807, -1.323, -0.101], [-1.964, 0.684, -1.366], [0.085, -1.254, 0.119], [0.937, 1.046, -1.709], [-0.831, -0.135, 1.458], [-0.301, -0.025, -0.140], [0.259, 0.037, 0.388], [-0.073, 0.063, 0.232], [-0.938, -0.236, -0.003], [-0.303, -0.410, -0.500], [2.895, -0.168, -2.730], [-1.522, 0.591, 0.106], [0.263, -0.514, 1.195], [1.139, -0.704, 0.131], [-0.647, 1.327, -0.745], [-0.611, -0.705, 0.527], [-0.637, 0.260, 0.805], [-0.339, 0.037, 0.094], [0.086, -0.128, -0.113], [-0.172, -0.104, 0.252], [-0.414, 0.303, 0.623], [-2.048, -0.232, 0.217], [-0.344, -1.006, 0.386], [-0.121, 1.811, -0.892], [0.833, 0.164, -0.469], [1.389, 0.119, 1.111], [-1.099, -0.037, -0.132], [0.174, 0.251, 0.020], [0.261, -0.601, -0.082], [0.123, -0.165, 0.314], [0.264, 0.297, -0.555], [0.538, 0.151, -0.136], [-1.602, -2.236, -1.752], [0.495, 0.846, 0.503], [-0.182, 0.282, -0.487], [0.974, 0.795, 0.594], [-0.711, -0.473, 1.552], [0.669, -0.002, -0.422], [0.241, 0.530, 0.143], [-0.191, -0.033, 0.187], [-0.099, 0.173, -0.259], [0.107, 0.309, 0.057], [0.227, 0.404, 0.362], [1.342, 0.443, 0.188], [-1.478, 0.032, 1.222], [-0.520, 0.801, 0.096], [0.370, -0.593, -1.088], [-0.013, -0.488, 0.731], [0.124, -0.178, -1.497], [0.195, -0.157, -0.259], [0.241, -0.098, 0.173], [0.106, 0.148, 0.438], [0.059, 0.304, -0.020], [-0.379, -0.233, 0.050]]}